Here is a molecular structure, C28H28Br2F6N8O5S2Ti in a non-equilibrium geometry from OMol25. Energies are from wB97M-V/def2-TZVPD.

Positions of all 80 atoms, in Å:
Ti 0.1574 0.3398 -0.9677
C 2.0570 1.5591 2.4140
C 1.8779 0.1400 1.8877
N 1.9800 -0.0144 0.4218
C 3.2190 0.5340 -0.1632
C 3.0041 1.8396 -0.9686
N 1.5809 2.2152 -1.1277
C 1.2077 3.4769 -0.4510
C 1.5990 3.5904 1.0213
N 1.1464 2.5746 1.9392
H 3.0795 1.9039 2.2373
H 1.9791 1.4626 3.5022
H 0.9018 -0.2465 2.1921
H 2.6383 -0.4785 2.3815
H 1.9905 -1.0143 0.2478
H 3.6388 -0.2186 -0.8308
H 3.9611 0.7022 0.6208
H 3.4348 1.7014 -1.9584
H 3.5499 2.6604 -0.5023
H 1.4400 2.3796 -2.1211
H 0.1292 3.5874 -0.5566
H 1.6888 4.3234 -0.9587
H 1.2207 4.5723 1.3320
H 2.6849 3.6661 1.1159
H 0.2218 2.2321 1.7301
Br 2.4686 -2.2371 5.2314
C 0.5932 -1.9858 5.1397
C 0.0870 -0.6954 5.1036
C -1.2774 -0.4993 4.9861
C -2.1314 -1.5970 4.9322
C -1.6181 -2.8806 5.0469
C -0.2480 -3.0847 5.1229
N -3.5622 -1.4570 4.9061
N -4.1192 -0.7700 4.0401
C -3.3479 -0.2183 2.9646
C -3.4799 1.1320 2.7059
C -2.7006 1.7783 1.7436
C -1.8016 1.0256 0.9931
O -0.9898 1.5009 0.0789
C -1.7551 -0.3817 1.1682
N -0.9096 -1.0238 0.3019
C -0.8210 -2.3564 0.4205
C -1.5693 -3.0785 1.3479
C -2.4266 -2.4422 2.2133
C -2.5239 -1.0329 2.1548
H 0.7547 0.1518 5.1660
H -1.6694 0.5065 4.9456
H -2.3007 -3.7209 5.0570
H 0.1575 -4.0852 5.1793
H -4.1825 1.6940 3.3100
H -2.7811 2.8433 1.5742
H -0.1417 -2.8567 -0.2542
H -1.4691 -4.1554 1.3711
H -3.0260 -3.0100 2.9124
F -1.2920 -2.4964 -2.9776
C -0.2736 -2.5446 -3.8395
F -0.3238 -3.6902 -4.5026
F -0.3960 -1.5377 -4.7011
S 1.3279 -2.4219 -2.9056
O 1.0451 -1.4772 -1.8272
O 1.6294 -3.7561 -2.5161
N 2.3328 -1.8295 -3.9289
S 2.8532 -0.3411 -3.8801
O 4.1801 -0.2271 -3.3610
O 1.8751 0.6168 -3.4010
C 2.9768 -0.0135 -5.6869
F 3.7817 -0.8856 -6.2758
F 1.7720 -0.0764 -6.2511
F 3.4634 1.2154 -5.8542
Br -4.8507 1.0664 -5.6081
C -3.4287 0.9093 -4.3853
C -3.6615 0.4499 -3.1018
C -2.5844 0.3470 -2.2416
N -1.3264 0.6528 -2.5923
C -1.1292 1.1019 -3.8377
C -2.1443 1.2523 -4.7645
H -4.6518 0.1790 -2.7666
H -2.7390 0.0031 -1.2286
H -0.1090 1.3341 -4.1083
H -1.9248 1.6170 -5.7570

Forces on the atoms, in the same order (eV/Å):
Ti 1.61 -0.37 -0.20
C 0.00 0.03 0.00
C 0.04 0.05 -0.06
N -0.02 -0.13 -0.02
C -0.03 -0.01 -0.02
C 0.01 0.06 0.04
N -0.07 -0.07 -0.18
C 0.05 -0.03 -0.02
C 0.03 0.08 0.01
N -0.08 -0.06 0.03
H -0.01 -0.01 -0.05
H 0.01 0.02 0.09
H -0.03 0.02 -0.01
H -0.02 -0.01 0.03
H 0.01 -0.01 0.04
H -0.03 0.03 -0.02
H 0.04 -0.03 -0.03
H 0.02 0.04 0.13
H -0.01 0.01 0.02
H 0.05 -0.02 0.05
H -0.02 -0.02 0.03
H -0.03 0.02 -0.01
H 0.00 0.00 0.02
H 0.00 -0.02 0.00
H 0.00 -0.03 -0.09
Br 0.01 -0.01 0.00
C -0.02 -0.01 -0.01
C 0.03 -0.01 -0.03
C -0.02 -0.06 0.10
C 0.06 -0.01 0.27
C 0.10 0.03 0.11
C -0.02 0.02 0.03
N 0.06 -0.07 0.12
N 0.00 0.18 -0.13
C -0.19 0.02 0.07
C 0.01 -0.07 0.00
C 0.01 -0.18 0.12
C 0.21 0.33 -0.38
O -1.15 0.86 0.81
C -0.08 -0.21 0.12
N -0.22 -0.51 0.27
C 0.09 0.37 -0.13
C -0.17 -0.11 0.17
C 0.03 -0.11 -0.28
C 0.09 0.10 -0.26
H 0.03 0.03 -0.02
H -0.06 0.03 -0.02
H 0.02 -0.01 0.03
H 0.01 0.00 0.00
H 0.02 0.02 -0.01
H 0.00 0.00 0.01
H 0.00 -0.04 -0.02
H 0.01 0.00 -0.01
H 0.00 0.05 -0.15
F 0.02 -0.05 -0.01
C 0.03 -0.05 0.02
F 0.00 0.04 -0.03
F 0.00 -0.02 0.02
S 0.08 0.18 -0.01
O -0.22 -0.20 0.04
O -0.05 0.01 0.01
N 0.11 -0.10 -0.09
S -0.09 -0.01 -0.02
O 0.04 -0.01 -0.06
O -0.02 -0.07 -0.19
C 0.03 -0.01 -0.02
F -0.02 0.02 0.02
F -0.02 -0.01 0.01
F 0.00 0.01 0.01
Br -0.01 0.00 0.00
C 0.00 0.01 -0.03
C -0.01 -0.01 0.06
C -0.03 0.05 -0.11
N -0.28 0.01 -0.21
C -0.01 0.05 0.03
C 0.03 0.02 0.01
H 0.00 0.00 -0.01
H 0.02 -0.02 0.02
H 0.01 -0.02 0.00
H -0.01 0.00 0.00

Its LUMO energy (alpha / beta) is -0.010 / -0.014 Eh. The spin multiplicity is 3. As for the HOMO-LUMO gap (alpha / beta): 0.2001 / 0.2715 Eh. The molar mass comes out at 942.38 g/mol. Its energy is -9291.1602 a.u. Its HOMO energy (alpha / beta) is -0.2099 / -0.2851 Eh. As for the energy above the lowest of the compared OMol25 structures with the same formula, charge and spin: 41.9 kJ/mol.

***

Here is a molecular structure, C16H34IN6O2STi from OMol25. Energies are from wB97M-V/def2-TZVPD.

Positions of all 61 atoms, in Å:
Ti -0.2387 0.3218 -0.3447
C 0.0002 -2.0978 -2.3929
C 0.6151 -0.8892 -3.0744
N 1.2157 0.0246 -2.0658
C 2.6147 -0.2757 -1.6609
C 2.7388 -1.4922 -0.7588
S 1.5230 -1.3658 0.5870
C 0.5310 -2.8977 0.4766
C -0.8501 -2.6717 -0.1362
N -0.8035 -1.6565 -1.2172
H -0.6374 -2.6411 -3.0930
H 0.7575 -2.7997 -2.0589
H 1.3534 -1.1886 -3.8222
H -0.1663 -0.3259 -3.5901
H 1.2684 0.9470 -2.4914
H 3.2416 -0.4039 -2.5473
H 2.9759 0.6079 -1.1289
H 2.6049 -2.4344 -1.2850
H 3.7310 -1.5165 -0.3101
H 1.1347 -3.6116 -0.0817
H 0.4401 -3.2926 1.4870
H -1.2420 -3.6208 -0.5125
H -1.5468 -2.3119 0.6221
H -1.7555 -1.5253 -1.5649
C -0.8000 0.3476 2.7621
O -0.6344 0.3036 1.3427
H -1.7002 -0.2086 3.0197
H -0.8915 1.3896 3.0656
H 0.0639 -0.1192 3.2391
C 3.2262 4.1764 1.7764
C 2.5097 3.0097 2.4163
N 1.6783 2.3503 1.3962
C 1.1525 2.9628 0.3230
N 0.3622 2.2135 -0.5072
C -0.2692 2.9052 -1.6570
C 0.6227 3.9959 -2.2090
C 0.9341 4.9618 -1.0908
N 1.4392 4.2353 0.0841
C 2.2160 5.0395 1.0536
H 3.9823 3.8184 1.0751
H 3.7374 4.7648 2.5365
H 1.8758 3.3421 3.2415
H 3.2113 2.2713 2.7990
H 1.3172 1.4394 1.6237
H -1.2285 3.3185 -1.3299
H -0.5006 2.1642 -2.4302
H 0.1204 4.5225 -3.0200
H 1.5442 3.5716 -2.6164
H 0.0497 5.5359 -0.8034
H 1.7054 5.6696 -1.3876
H 1.5206 5.5191 1.7465
H 2.7121 5.8235 0.4862
N -3.9042 1.2900 0.1778
C -3.3320 0.9259 -0.9478
O -2.0811 0.7522 -1.0119
C -4.2040 0.8111 -2.1622
I -3.5613 -0.6121 -3.5831
H -3.3488 1.4533 1.0053
H -4.9026 1.4340 0.2397
H -4.2185 1.7850 -2.6550
H -5.2230 0.5579 -1.8797

Forces on the atoms, in the same order (eV/Å):
Ti -0.15 0.09 0.09
C -0.03 0.02 -0.05
C 0.02 -0.03 0.02
N -0.21 0.11 0.00
C 0.02 0.04 -0.01
C 0.02 -0.01 -0.07
S 0.05 0.15 -0.06
C 0.00 -0.03 0.00
C -0.01 -0.04 0.04
N 0.01 0.03 -0.02
H 0.03 0.02 0.00
H 0.01 0.01 0.00
H -0.02 -0.04 0.01
H 0.01 -0.02 0.01
H -0.01 -0.05 -0.06
H 0.01 -0.02 0.03
H 0.00 -0.02 -0.01
H -0.03 0.01 0.01
H -0.01 0.01 0.01
H -0.01 0.00 0.00
H -0.01 0.01 0.00
H 0.04 0.00 0.01
H 0.02 -0.01 -0.01
H 0.00 0.02 0.04
C 0.12 -0.20 -0.08
O -0.28 0.12 0.00
H 0.01 0.04 0.05
H 0.00 -0.03 0.05
H -0.04 0.04 0.04
C 0.04 0.00 0.02
C -0.03 -0.03 -0.01
N -0.01 0.01 0.06
C -0.03 0.03 -0.02
N -0.01 -0.12 0.04
C 0.13 -0.06 0.00
C -0.04 0.02 -0.04
C 0.04 -0.07 0.03
N -0.01 0.00 0.02
C -0.03 -0.01 -0.04
H 0.00 0.01 0.00
H -0.01 0.00 0.01
H 0.03 0.01 0.00
H 0.01 0.00 0.01
H 0.01 0.02 -0.04
H 0.02 0.03 -0.05
H 0.00 0.04 0.03
H -0.01 -0.02 0.00
H 0.02 0.01 0.03
H 0.00 0.00 -0.01
H 0.00 0.00 -0.02
H 0.02 -0.01 0.02
H 0.00 0.00 0.01
N 0.04 -0.11 -0.02
C -0.04 0.18 0.07
O 0.31 -0.19 -0.12
C -0.05 0.10 0.08
I 0.06 -0.11 -0.04
H -0.02 0.00 0.01
H 0.00 0.00 0.01
H 0.02 -0.03 -0.03
H -0.01 0.03 -0.01

Its LUMO energy is -0.375 Eh. The total charge is +3. As for the HOMO-LUMO gap: 0.2835 Eh. The molar mass comes out at 549.33 g/mol. Its energy is -2653.6818 a.u. Its HOMO energy is -0.6583 Eh. As for the energy above the lowest of the compared OMol25 structures with the same formula, charge and spin: 0.0 kJ/mol.

***

Here is C3H6O in the gas phase in a non-equilibrium geometry from OMol25. Energies are from wB97M-V/def2-TZVPD.

Positions of all 10 atoms, in Å:
C 0.8947 0.0989 1.5827
C 0.4429 -0.4867 0.4512
C -0.6081 0.3418 -0.2510
O -0.6902 -0.0572 -1.6079
H 1.7731 -0.3045 2.0365
H 0.3500 0.8780 2.1361
H 0.8164 -1.4954 0.1611
H -0.3599 1.3442 -0.2827
H -1.6134 0.3611 0.1686
H 0.1780 -0.0505 -2.0534

Forces on the atoms, in the same order (eV/Å):
C -0.24 -1.26 -0.60
C -0.06 1.47 2.35
C -0.10 -2.27 -1.40
O -0.46 -0.49 -1.14
H 0.25 -0.30 0.71
H 0.53 0.09 -0.77
H -0.32 1.22 -0.39
H 1.04 2.17 0.52
H -0.11 -0.79 0.02
H -0.53 0.16 0.70

Its LUMO energy is 0.041 Eh. The SMILES is C=CCO. As for the HOMO-LUMO gap: 0.3919 Eh. The molar mass comes out at 58.08 g/mol. Its energy is -193.0811 a.u. Its HOMO energy is -0.3512 Eh. As for the energy above the lowest of the compared OMol25 structures with the same formula, charge and spin: 163.1 kJ/mol.

***

Here is a molecular structure, C22H24FeN3 in a non-equilibrium geometry from OMol25. Energies are from wB97M-V/def2-TZVPD.

Positions of all 50 atoms, in Å:
C -3.3665 -1.6223 2.2297
C -2.2662 -1.9179 3.1452
C -1.4183 -0.7394 3.2210
C -1.9923 0.2823 2.3572
C -3.1955 -0.2616 1.7436
Fe -1.6173 -1.4029 1.3484
C -1.7028 -2.2130 -0.4703
C -0.9875 -3.0650 0.4411
C 0.0788 -2.3067 1.0293
C 0.0702 -0.9318 0.4154
C 0.9415 0.1515 0.8435
C 2.2365 -0.1463 1.3137
C 2.9804 0.8558 1.9539
C 4.1969 0.5346 2.6037
C 4.7111 -0.7873 2.6065
C 4.0108 -1.7733 1.9344
C 2.8325 -1.4520 1.1839
C -1.1016 -0.9012 -0.4813
H -4.2194 -2.2574 2.0346
H -2.1521 -2.8095 3.7478
H -0.5744 -0.5983 3.8922
H -1.6735 1.3188 2.3049
H -3.9027 0.3018 1.1343
H -2.5140 -2.5255 -1.1193
H -1.1317 -4.1315 0.6134
H 0.8548 -2.6255 1.7381
H 0.4377 1.1348 1.1718
H 2.6329 1.9226 1.8611
H 4.7666 1.3380 3.0698
H 5.6514 -1.0402 3.1548
H 4.3798 -2.8072 1.9228
H 2.4249 -2.1736 0.4670
H -1.3574 -0.0420 -1.0912
C 1.5003 1.2043 -1.8330
C 1.4224 2.5647 -2.6359
N 1.0975 3.4926 -1.5864
C 0.7587 4.9198 -1.5660
C 0.4299 5.1234 -0.0658
N 0.3960 3.7495 0.4664
C 0.8183 2.8580 -0.4414
N 1.1305 1.5728 -0.4804
H 0.7573 0.4683 -2.1822
H 2.4987 0.7546 -1.8129
H 2.4035 2.7355 -3.1330
H 0.6390 2.4376 -3.4214
H 1.6110 5.5417 -1.8696
H -0.0895 5.1601 -2.2142
H 1.2499 5.6850 0.4247
H -0.5239 5.6431 0.0869
H 0.1016 3.4898 1.4089

Forces on the atoms, in the same order (eV/Å):
C -0.76 0.85 1.56
C -1.10 1.01 1.14
C -1.32 0.67 1.19
C -1.17 0.25 1.50
C -0.83 0.61 1.64
Fe -0.44 -0.05 0.11
C 0.58 -0.44 -1.79
C 1.30 -0.81 -0.89
C 1.73 0.37 -1.66
C 0.18 -1.41 -1.10
C -1.27 0.38 2.18
C -0.56 -0.69 -0.28
C 1.93 0.77 1.00
C -0.79 0.29 -0.80
C 0.51 0.64 1.09
C -1.65 -0.06 -1.76
C 1.85 -0.14 0.76
C 1.85 -0.44 -0.94
H 0.17 -0.04 -0.11
H 0.04 0.01 -0.24
H -0.09 -0.14 -0.37
H 0.08 -0.25 -0.19
H 0.33 -0.30 0.04
H 0.02 0.07 0.24
H -0.23 0.41 -0.04
H -0.87 0.02 -0.37
H 0.61 -2.61 1.00
H 0.36 -1.16 0.38
H -0.07 -0.15 -0.02
H -0.92 0.34 -0.47
H -0.07 0.44 -0.15
H 0.07 0.30 0.64
H -0.20 -0.18 0.10
C -0.44 0.83 0.07
C 0.42 -1.33 -0.98
N 0.07 1.88 -1.61
C 0.24 -0.71 -0.02
C 0.41 -0.21 0.41
N -0.73 0.11 1.28
C 1.47 -3.03 -0.67
N -0.57 2.92 -1.45
H 0.47 0.14 -0.11
H -0.13 0.05 -0.18
H -0.65 0.37 0.27
H 0.40 0.58 0.45
H -0.17 -0.13 0.01
H -0.04 -0.06 0.01
H -0.50 -0.12 -0.18
H 0.25 -0.13 0.01
H 0.26 0.25 -0.71

Its LUMO energy (alpha / beta) is 0.088 / 0.087 Eh. The total charge is -1. The spin multiplicity is 5. As for the HOMO-LUMO gap (alpha / beta): 0.1071 / 0.1847 Eh. The molar mass comes out at 386.30 g/mol. Its energy is -2280.4088 a.u. Its HOMO energy (alpha / beta) is -0.0194 / -0.0977 Eh.

***

Here is a molecular structure, C26H23Cl2N4O10Pm in a non-equilibrium geometry from OMol25. Energies are from wB97M-V/def2-TZVPD.

Positions of all 66 atoms, in Å:
Pm 0.6968 -0.3977 -0.1896
C -2.6829 -0.7362 1.4187
C -2.8845 -0.8667 -0.0649
C -4.1582 -0.7136 -0.6053
C -4.3393 -0.8294 -1.9646
C -3.2522 -1.1499 -2.7603
C -2.0181 -1.2930 -2.1609
N -1.8273 -1.1178 -0.8463
C -0.8318 -1.7403 -2.9669
C -1.0115 -2.6733 -4.0042
C 0.1177 -3.1391 -4.6917
C 1.3521 -2.6506 -4.3540
C 1.4533 -1.6936 -3.3162
N 0.3579 -1.2849 -2.6224
C 2.7839 -1.1370 -2.9533
C 3.7609 -1.0893 -3.9400
C 5.0231 -0.6449 -3.5992
C 5.2635 -0.2838 -2.2917
C 4.2336 -0.3201 -1.3517
C 4.5170 0.1132 0.0623
N 3.0019 -0.7232 -1.6842
H -3.6537 -0.7377 1.9105
H -2.1736 0.1914 1.6854
H -2.0795 -1.5517 1.8144
H -4.9840 -0.4920 0.0594
H -5.3211 -0.6864 -2.4000
H -3.3556 -1.2642 -3.8314
H -1.9990 -3.0533 -4.2234
H 0.0238 -3.8919 -5.4638
H 2.2426 -3.0160 -4.8434
H 3.5263 -1.3719 -4.9559
H 5.8052 -0.5887 -4.3472
H 6.2437 0.0470 -1.9734
H 5.5930 0.2104 0.2005
H 4.1339 -0.6018 0.7880
H 4.0500 1.0711 0.2836
O 2.1362 -1.7789 1.2300
Cl 1.3453 -2.9954 0.7944
O 1.7857 -4.1836 1.4471
O 1.4629 -3.0265 -0.6734
O -0.0655 -2.6426 1.0815
C -1.0297 1.6442 5.3735
C -1.7987 2.2070 4.2106
C -3.1870 2.1101 4.1558
C -3.8941 2.6492 3.0969
Cl -5.6393 2.4582 3.0574
C -3.2556 3.2986 2.0579
C -1.8724 3.3979 2.0988
C -1.1687 2.8567 3.1566
O 0.1860 3.1389 3.1566
C 1.2047 2.1346 3.1278
C 1.0727 1.1542 1.9897
O 0.1784 0.2635 2.0376
O 1.8798 1.2131 0.9981
H -1.6896 1.5006 6.2297
H -0.2219 2.3141 5.6730
H -0.5859 0.6746 5.1305
H -3.7210 1.6105 4.9565
H -3.8221 3.7103 1.2331
H -1.3150 3.8836 1.3079
H 1.2587 1.5681 4.0561
H 2.1194 2.7004 3.0018
O -0.6856 1.4392 -0.3500
N 0.2596 2.1363 -0.9635
O 0.4137 3.3005 -0.8148
O 1.0412 1.3695 -1.6741

Forces on the atoms, in the same order (eV/Å):
Pm -0.20 -1.43 -0.85
C -0.07 0.02 -0.08
C 0.17 0.15 0.23
C -0.08 0.02 0.10
C -0.16 0.00 -0.05
C -0.12 0.05 -0.24
C 0.34 -0.25 -0.02
N 0.15 -0.02 -0.06
C -0.81 -0.66 -0.51
C 0.67 0.19 0.05
C -1.13 0.14 0.35
C 0.43 0.92 0.90
C -0.92 -0.34 -0.13
N 1.43 -0.25 -0.44
C 0.12 0.09 0.26
C -0.19 0.03 0.14
C 0.16 0.04 0.02
C 0.13 0.04 0.01
C -0.05 0.09 0.19
C 0.06 -0.07 -0.15
N -0.28 -0.16 -0.46
H 0.00 0.00 0.07
H 0.01 0.05 -0.13
H 0.01 -0.03 -0.07
H 0.02 -0.01 -0.07
H 0.05 -0.01 -0.01
H -0.01 0.01 0.05
H 0.04 -0.01 -0.02
H -0.07 0.02 0.02
H -0.02 0.01 0.03
H 0.03 0.03 0.03
H -0.02 0.00 0.06
H -0.03 -0.01 -0.05
H -0.01 0.00 0.02
H -0.05 -0.05 -0.09
H -0.04 0.01 -0.09
O -0.45 -1.92 -0.17
Cl -0.10 0.79 0.29
O -0.33 0.84 -0.58
O 0.03 -0.37 1.26
O 1.39 -0.62 -0.09
C -0.04 -0.01 0.05
C -0.13 -0.08 0.06
C 0.04 -0.12 0.15
C -0.26 -0.16 -0.06
Cl 0.24 0.06 0.01
C 0.10 0.03 -0.07
C -0.32 0.00 -0.18
C 0.66 0.00 -0.07
O 0.20 -0.13 0.04
C -0.19 0.36 0.13
C 0.06 -0.54 -0.41
O 0.17 0.62 0.49
O -0.28 0.54 0.96
H 0.03 0.01 -0.03
H -0.05 0.01 -0.02
H -0.03 0.04 -0.05
H 0.02 0.04 -0.04
H 0.02 -0.02 0.04
H -0.06 -0.02 0.02
H -0.11 -0.05 0.11
H 0.14 0.02 -0.02
O 0.83 2.08 -0.89
N -0.33 -2.18 -0.11
O -0.16 0.23 -0.21
O -0.67 1.93 0.37

Its LUMO energy (alpha / beta) is -0.020 / -0.020 Eh. The spin multiplicity is 5. As for the HOMO-LUMO gap (alpha / beta): 0.2889 / 0.2890 Eh. The molar mass comes out at 767.39 g/mol. Its energy is -3504.6140 a.u. Its HOMO energy (alpha / beta) is -0.3093 / -0.3093 Eh. As for the energy above the lowest of the compared OMol25 structures with the same formula, charge and spin: 9.2 kJ/mol.